Density functional theory data (ωB97M-V with the def2-TZVPD basis set) for the molecule C5H12O2 at a distorted geometry.

SMILES = CO[C@@H](C)CCO
HOMO = -9.5 eV
HOMO-LUMO gap = 10.5 eV
Energy relative to the best compared isomer or geometry (same formula, charge and spin) = 227.30 kJ/mol
Maximum force = 1.79 eV/A
Total energy = -348.118241 Ha

Positions of all 19 atoms, in Å:
C -1.2895 0.2631 1.8776
O -1.1137 -0.2671 0.5364
C 0.3755 -0.6344 -0.0550
C 0.3394 -2.0894 -0.5154
C 0.8652 0.2910 -1.1534
C 0.5732 1.7380 -0.7862
O -0.8310 1.8243 -0.7999
H -1.4073 -0.5501 2.6031
H -2.1980 0.8941 1.9862
H -0.4512 0.9016 2.1729
H 1.0272 -0.4550 0.8015
H 0.3662 -2.2184 -1.6085
H -0.6277 -2.4134 -0.1518
H 1.1217 -2.7333 -0.0916
H 0.4732 0.0863 -2.1623
H 1.9097 -0.0781 -1.1207
H 1.0101 1.9633 0.2087
H 1.0295 2.4600 -1.4855
H -1.1724 1.0174 -0.2559